--- w ---
Entry from OMol25: the molecule C6H5N3 (wB97M-V/def2-TZVPD).

As for the spin multiplicity: 1. For the LUMO energy, the calculation gives -0.7 eV. As for the structure (SMILES): [H]/N=C1/NC=C2C=CN=C21.

Each line ends with the Löwdin charge.
Atoms and positions in Å:
H 1.8447 -2.3435 -0.0502  0.069
N 2.3556 -1.4616 0.0268  0.178
C 1.4970 -0.5633 -0.0209  -0.356
N 1.7698 0.8262 0.0072  0.078
C 0.5621 1.5497 -0.0004  0.015
C -0.5359 0.7499 -0.0583  -0.156
C -1.9977 0.5178 -0.0216  -0.036
C -2.1362 -0.8338 0.0448  -0.123
N -0.8795 -1.5377 -0.0318  0.113
C 0.0095 -0.6182 -0.0691  -0.243
H 2.6946 1.2011 -0.0217  0.138
H 0.6279 2.6132 0.0719  0.119
H -2.7564 1.3238 0.0389  0.105
H -3.0554 -1.4235 0.0845  0.100


--- x ---
Entry from OMol25: the molecule C6H5N3 (wB97M-V/def2-TZVPD).

As for the spin multiplicity: 1. For the LUMO energy, the calculation gives 0.1 eV. As for the structure (SMILES): [H]/N=C(\C#N)NC(=C)C#C.

Each line ends with the Löwdin charge.
Atoms and positions in Å:
H 1.7075 -2.3776 -0.0386  0.048
N 1.0030 -1.7111 0.0190  0.194
C 1.4333 -0.5378 0.0414  -0.371
C 2.8106 0.0143 -0.0383  -0.116
N 3.9509 0.2096 -0.0637  0.166
N 0.5053 0.5431 0.0695  0.067
C -0.8409 0.6245 -0.0493  -0.375
C -1.4227 1.8445 -0.0047  0.057
C -1.6232 -0.6025 -0.1022  -0.089
C -2.2462 -1.6150 0.0199  0.127
H 0.9161 1.4156 0.2289  0.108
H -0.8304 2.7925 0.0674  0.078
H -2.5129 1.8968 -0.1509  0.071
H -2.8503 -2.4967 0.0016  0.036


Stability verdict: w, ahead by 206.1 kJ/mol


--- w ---
Entry from OMol25: the ion CH8N4P with charge +1 (wB97M-V/def2-TZVPD).

As for the spin multiplicity: 1. For the LUMO energy, the calculation gives -4.6 eV. As for the charge: +1. As for the structure (SMILES): N/[NH+]=N/[C@H](N)P.

Each line ends with the Löwdin charge.
Atoms and positions in Å:
N 2.1772 -0.9574 0.1726  0.138
N 1.1536 -0.2086 0.1608  -0.126
N 0.2831 -0.3914 -0.7518  0.072
C -0.9805 0.4165 -0.4803  -0.667
N -0.6063 1.5119 0.3832  0.034
P -2.2064 -0.7491 0.1933  0.896
H 2.0644 -1.7486 -0.5091  0.174
H 3.0663 -0.5935 0.5082  0.153
H 0.8190 0.7730 0.6640  0.198
H -1.2785 0.8431 -1.3713  0.084
H -0.9263 1.6819 1.2516  0.057
H -0.4220 2.3587 -0.1390  0.125
H -2.0301 -1.4920 -0.9939  -0.077
H -1.1135 -1.4446 0.9116  -0.062


--- x ---
Entry from OMol25: a cluster of 2 separate species, CH8N4P in total (wB97M-V/def2-TZVPD).

As for the spin multiplicity: 1. For the LUMO energy, the calculation gives -6.6 eV. As for the charge: +1.

Each line ends with the Löwdin charge.
Atoms and positions in Å:
C -1.7981 -0.2477 0.4021  -0.558
N -2.4119 -1.1786 -0.3403  0.141
N -1.6809 -0.1356 1.6602  0.113
N 4.0116 -0.0587 -0.5294  0.022
N -1.2843 0.9491 -0.3561  -0.271
P -0.1953 1.9799 0.2204  1.127
H -2.6302 -2.2247 -0.2170  0.183
H -2.4559 -1.0151 -1.3451  0.102
H -2.1579 -0.8340 2.1769  0.069
H 4.4003 -0.9179 -0.8380  0.003
H 4.5668 0.4836 0.0986  -0.001
H 3.6773 0.6389 -1.1489  -0.018
H -1.7553 1.0761 -1.3314  0.154
H -0.2861 1.4848 1.5481  -0.066


Stability verdict: x, ahead by 146.8 kJ/mol


--- w ---
Entry from OMol25: a cluster of 3 separate species, C2H8NO4 in total (wB97M-V/def2-TZVPD).

As for the spin multiplicity: 1. For the LUMO energy, the calculation gives 3.9 eV. As for the charge: -1.

Each line ends with the Löwdin charge.
Atoms and positions in Å:
O -0.1770 1.5473 -0.6835  -0.069
C -0.5325 0.3960 -0.3329  -0.680
O 0.2344 -0.5698 -0.0816  -0.071
C -2.0271 0.1567 -0.0959  -0.218
N -2.3767 -1.2515 0.0965  -0.029
H -2.3339 0.7415 0.7763  0.098
H -2.5839 0.5964 -0.9301  0.101
H -2.8290 -1.6138 -0.7291  0.038
H -1.4988 -1.7418 0.2338  0.040
H 2.7192 1.6319 1.0042  0.016
H 1.3654 1.7939 0.3658  -0.012
O 1.8548 2.0374 1.1820  -0.107
H 2.0161 -0.9092 -0.1434  -0.014
H 3.1941 -1.7460 -0.6544  0.009
O 2.9750 -1.0690 -0.0077  -0.103


--- x ---
Entry from OMol25: a cluster of 3 separate species, C2H8NO4 in total (wB97M-V/def2-TZVPD).

As for the spin multiplicity: 1. For the LUMO energy, the calculation gives 4.1 eV. As for the charge: -1.

Each line ends with the Löwdin charge.
Atoms and positions in Å:
O -0.3338 -0.3010 -1.9131  -0.050
C 0.1622 -0.1864 -0.7999  -0.668
O 1.3876 -0.0514 -0.4070  -0.129
C -0.9431 -0.2471 0.4829  -0.183
N -1.6615 -1.4848 0.4866  0.009
H -0.2348 -0.2238 1.2581  0.049
H -1.5847 0.5636 0.4199  0.076
H -2.5196 -1.3037 0.1072  0.017
H -1.2277 -2.2553 0.0904  0.042
H -0.3296 2.1393 -2.0722  -0.003
H 0.2553 2.2995 -0.7766  0.012
O -0.2082 2.8215 -1.4353  -0.060
H 2.9857 -0.9164 1.0727  0.048
H 1.6935 -0.2538 1.5522  0.006
O 2.5586 -0.6002 1.9341  -0.167


Stability verdict: w, ahead by 106.3 kJ/mol


--- w ---
Entry from OMol25: the molecule C2H2Cl3NS (wB97M-V/def2-TZVPD).

As for the spin multiplicity: 1. For the LUMO energy, the calculation gives -1.6 eV. As for the structure (SMILES): NC(=S)C(Cl)(Cl)Cl.

Each line ends with the Löwdin charge.
Atoms and positions in Å:
N -1.3739 -0.0309 -0.1090  0.026
C -0.1571 -0.5941 0.0736  -1.065
S 0.0372 -2.1753 0.3159  0.735
C 0.9968 0.3969 0.0249  -1.399
Cl 1.1136 0.9516 -2.0650  0.276
Cl 0.7609 1.8818 0.8893  0.633
Cl 2.4809 -0.3579 0.4948  0.603
H -1.8292 0.6919 0.5269  0.138
H -2.0293 -0.7639 -0.1514  0.053


--- x ---
Entry from OMol25: a cluster of 2 separate species, C2H2Cl3NS in total (wB97M-V/def2-TZVPD).

As for the spin multiplicity: 1. For the LUMO energy (alpha / beta), the calculation gives -0.5 / -0.5 eV.

Each line ends with the Löwdin charge.
Atoms and positions in Å:
C -0.6934 -0.7713 -0.6318  -0.811
C 1.2775 0.5399 0.1262  -1.676
N -1.6254 -0.2953 0.1323  0.068
S -0.0205 -1.8092 -1.5753  0.738
Cl 2.0555 -0.6550 1.1089  0.506
Cl 2.2606 1.1800 -1.1731  0.502
Cl 0.5683 1.8070 1.1257  0.502
H -1.1870 0.4782 0.6902  0.031
H -2.6355 -0.4742 0.1970  0.141


--- y ---
Entry from OMol25: a cluster of 2 separate species, C2H2Cl3NS in total (wB97M-V/def2-TZVPD).

As for the spin multiplicity: 1. For the LUMO energy, the calculation gives -0.8 eV.

Each line ends with the Löwdin charge.
Atoms and positions in Å:
C -2.1717 0.2288 -0.1699  -0.105
C 1.8801 -0.2933 0.1378  -1.791
N -1.2162 1.0184 0.0064  -0.593
S 0.1821 1.4589 0.2752  0.851
Cl 2.8288 -0.1135 1.5933  0.486
Cl 2.8334 -0.0844 -1.2882  0.516
Cl 1.0198 -1.8350 0.0856  0.481
H -2.2250 -0.8888 -0.0079  0.085
H -3.1312 0.5088 -0.6322  0.072


Stability verdict: w, ahead by 150.3 kJ/mol


--- w ---
Entry from OMol25: a cluster of 3 separate species, C2H10N2O3 in total (wB97M-V/def2-TZVPD).

As for the spin multiplicity: 1. For the LUMO energy, the calculation gives 0.4 eV. As for the structure (SMILES): NCNC=O.O.O.

Each line ends with the Löwdin charge.
Atoms and positions in Å:
N -0.2330 2.6905 0.1396  0.020
C 1.0039 1.9680 0.2921  -0.280
N 0.9780 0.5512 -0.1167  0.029
C 1.9827 -0.2786 0.2981  -0.380
O 3.0689 0.0846 0.6798  0.029
H -0.8194 2.3950 0.8991  0.063
H -0.7178 2.7316 -0.7432  0.073
H 1.2805 2.0252 1.3435  0.122
H 1.8126 2.4326 -0.2768  0.121
H 0.0698 0.2661 -0.4248  0.089
H 1.7619 -1.2985 -0.0705  0.124
O -1.0367 -4.0328 0.3372  -0.059
H -1.3413 -4.6509 -0.3271  0.031
H -0.0781 -3.9882 0.3408  0.026
O -2.5083 -0.2810 -1.1876  -0.056
H -1.8779 -0.2301 -0.4684  0.000
H -3.3457 -0.3847 -0.7153  0.046


--- x ---
Entry from OMol25: a cluster of 3 separate species, C2H10N2O3 in total (wB97M-V/def2-TZVPD).

As for the spin multiplicity: 1. For the LUMO energy, the calculation gives 0.2 eV. As for the structure (SMILES): NCC(N)=O.O.O.

Each line ends with the Löwdin charge.
Atoms and positions in Å:
N -1.6869 1.0940 0.2834  0.011
C -0.2971 0.8517 0.6398  -0.197
C 0.5042 0.1393 -0.4495  -0.520
N 1.4389 -0.7414 -0.0317  0.178
O 0.2689 0.3712 -1.6194  0.035
H -1.7956 1.0044 -0.7265  0.059
H -2.2939 0.3751 0.6528  0.066
H 0.2097 1.7924 0.8502  0.116
H -0.3013 0.2638 1.5589  0.096
H 1.7087 -0.7710 0.9383  0.062
H 2.0675 -1.1850 -0.6792  0.112
O 1.4004 -1.3980 2.9572  -0.064
H 0.8541 -0.7404 3.4280  0.053
H 1.8940 -1.9350 3.5907  0.051
O -1.6228 0.4922 -3.9239  -0.054
H -1.2678 0.5131 -3.0502  -0.036
H -1.0812 -0.1263 -4.4188  0.032


Stability verdict: x, ahead by 90.7 kJ/mol


--- w ---
Entry from OMol25: a structure of composition C8H13NO (wB97M-V/def2-TZVPD).

As for the spin multiplicity: 1. For the LUMO energy, the calculation gives 0.7 eV.

Each line ends with the Löwdin charge.
Atoms and positions in Å:
C 2.4812 0.2766 -0.9908  -0.026
C 1.3750 -0.3700 -1.2908  0.008
C 2.5634 0.6203 0.4589  -0.208
C 0.5493 -0.6382 -0.0523  -0.383
C -1.7159 -0.6178 -1.0130  -0.018
C -0.6648 1.5553 -0.0632  -0.029
C -1.3567 -0.3677 1.4200  -0.052
C -0.8560 0.0360 0.0639  -0.507
N 1.6302 0.2327 1.1689  0.160
O 0.4809 -1.9449 0.2687  0.052
H 3.0808 0.6070 -1.6787  0.043
H 1.0006 -0.6910 -2.1876  0.099
H 3.2861 1.1773 0.9618  0.084
H -1.5074 -1.6223 -1.0902  0.064
H -1.6367 -0.2096 -1.9587  0.068
H -2.6793 -0.5342 -0.6213  0.072
H -1.4928 2.2114 -0.2637  0.075
H -0.4770 1.9157 0.9520  0.070
H 0.3446 1.7378 -0.5964  0.103
H -1.8963 0.4537 1.9747  0.119
H -0.4800 -0.6662 1.8959  0.045
H -2.1035 -1.1123 1.5293  0.078
H 0.0740 -2.0495 1.1126  0.082


--- x ---
Entry from OMol25: a cluster of 2 separate species, C8H13NO in total (wB97M-V/def2-TZVPD).

As for the spin multiplicity: 1. For the LUMO energy, the calculation gives 0.8 eV. As for the structure (SMILES): C/C(O)=C/C#N.C=C(C)C.

Each line ends with the Löwdin charge.
Atoms and positions in Å:
C -4.0592 0.5344 0.4655  -0.008
C -2.6535 0.0397 0.1940  -0.380
O -1.7060 0.9190 0.3990  0.059
C -2.3416 -1.2734 -0.0420  -0.066
C -0.9867 -1.5788 -0.1182  -0.208
N 0.1512 -1.4527 -0.2048  0.202
H -4.8854 0.0741 -0.0539  0.079
H -4.3188 0.4296 1.5239  0.094
H -4.1589 1.5869 0.2373  0.079
H -0.7173 0.7118 0.3086  0.099
H -3.1813 -2.0008 -0.1472  0.121
C 1.6208 0.9967 0.8685  -0.004
C 2.2623 0.3104 -0.0252  -0.509
C 3.3860 -0.6299 0.2471  -0.071
C 1.9807 0.3899 -1.4899  -0.088
H 1.9920 0.8542 1.9238  0.091
H 0.7391 1.5811 0.5318  0.065
H 4.2866 -0.6877 -0.3139  0.063
H 2.9053 -1.6196 -0.0669  0.105
H 3.6910 -0.5203 1.2752  0.068
H 1.0261 0.7873 -1.7785  0.074
H 2.7290 1.0741 -1.7986  0.076
H 2.2386 -0.5260 -1.9355  0.058


Stability verdict: x, ahead by 93.2 kJ/mol


--- w ---
Entry from OMol25: the molecule C3H4INO (wB97M-V/def2-TZVPD).

As for the spin multiplicity: 1. For the LUMO energy, the calculation gives 0.3 eV. As for the structure (SMILES): O=C1C[C@@H](I)N1.

Each line ends with the Löwdin charge.
Atoms and positions in Å:
O 1.4306 1.7458 0.9272  0.054
C 0.6717 0.8752 0.5053  -0.486
C 0.0637 0.4291 -0.9045  -0.107
C -0.5517 -0.6855 -0.0787  -0.757
I -0.1535 -2.6752 -0.7098  0.782
N 0.2172 -0.1984 1.1555  0.111
H -0.8824 1.0914 -1.1981  0.157
H 0.7864 0.2574 -1.6763  0.090
H -1.6489 -0.6027 -0.0945  0.067
H 0.0670 -0.2370 2.0740  0.089


--- x ---
Entry from OMol25: a cluster of 2 separate species, C3H4INO in total (wB97M-V/def2-TZVPD).

As for the spin multiplicity: 1. For the LUMO energy (alpha / beta), the calculation gives -0.7 / -0.7 eV.

Each line ends with the Löwdin charge.
Atoms and positions in Å:
C 1.1293 -0.4560 0.1618  0.098
C -0.1324 -0.1010 0.4253  -0.155
C -0.5242 1.2458 0.2780  -0.254
N -2.4311 1.2051 -0.7597  -0.592
O -0.1988 2.3518 0.4569  0.172
I -3.6641 -0.0506 0.2204  0.622
H 1.4316 -1.4877 0.1928  0.073
H 1.8788 0.2722 -0.1001  0.080
H -0.9000 -0.8212 0.6661  0.040
H -2.6986 2.1553 -0.5189  -0.085


Stability verdict: w, ahead by 232.6 kJ/mol